(1)
Here is one molecule with the formula C6H13NOS2 from OMol25. Energies are from wB97M-V/def2-TZVPD.

Each line ends with the Löwdin charge.
Element x y z (Å)
C (2.11, 0.20, 1.56)  -0.105
C (1.96, -0.54, -0.86)  -0.164
C (-0.03, -0.83, 0.44)  -0.209
C (-0.92, -0.45, -0.71)  -0.540
C (-1.16, 1.04, -1.07)  -0.279
C (-2.04, 1.84, -0.05)  -0.444
H (2.99, 0.94, 1.73)  0.089
H (1.20, 0.38, 2.21)  0.076
H (2.77, -0.88, 1.85)  0.129
H (2.31, -1.59, -0.83)  0.092
H (2.87, -0.09, -1.06)  0.065
H (1.44, -0.60, -1.79)  0.064
H (0.44, -1.91, 0.18)  0.152
H (-0.47, -0.85, 1.48)  0.123
H (-0.38, -1.05, -1.58)  0.141
H (-1.95, 0.87, -1.92)  0.135
H (-0.36, 1.65, -1.19)  0.063
H (-1.08, 2.23, 0.65)  0.136
H (-2.58, 2.61, -0.64)  0.063
N (1.32, -0.05, 0.32)  -0.285
O (-2.59, -2.29, 0.74)  -0.597
S (-3.26, 0.58, 0.87)  0.557
S (-2.58, -1.20, -0.35)  0.737

HOMO-LUMO gap (eV): 8.4524
Energy above the lowest of the compared OMol25 structures with the same formula, charge and spin (kcal per mole): 143.2
Lowest unoccupied orbital energy (eV): -0.080
Calculated total energy (Eh): -1162.59768

(2)
Here is one molecule with the formula C6H13NS from OMol25. Energies are from wB97M-V/def2-TZVPD.

Each line ends with the Löwdin charge.
Element x y z (Å)
C (-1.04, -1.84, -0.44)  -0.104
N (-0.98, -0.56, 0.30)  -0.242
C (-1.34, 0.64, -0.43)  -0.236
C (-0.05, 1.40, -0.94)  -0.185
C (0.80, 1.59, 0.46)  -0.201
C (1.37, 0.10, 0.73)  -0.681
S (2.50, -0.65, -0.50)  0.710
C (0.10, -0.58, 1.26)  -0.272
H (-2.07, -2.15, -0.77)  0.079
H (-0.59, -1.59, -1.43)  0.042
H (-0.27, -2.68, 0.11)  0.151
H (-1.80, 1.19, 0.30)  0.065
H (-2.29, 0.57, -0.98)  0.126
H (-0.07, 2.39, -1.80)  0.163
H (0.54, 0.50, -1.64)  0.083
H (-0.01, 1.98, 1.17)  0.105
H (1.78, 2.43, 0.42)  0.162
H (1.99, 0.21, 1.67)  0.099
H (1.40, -1.20, -1.31)  -0.083
H (-0.29, -0.19, 2.19)  0.114
H (0.32, -1.58, 1.64)  0.103

HOMO-LUMO gap (eV): 8.8087
Energy above the lowest of the compared OMol25 structures with the same formula, charge and spin (kcal per mole): 107.6
Lowest unoccupied orbital energy (eV): 0.784
SMILES: CN1CCC[C@H](S)C1
Calculated total energy (Eh): -689.18252

(3)
Here is C6H13NaO3 as an isolated structure from OMol25. Energies are from wB97M-V/def2-TZVPD.

Each line ends with the Löwdin charge.
Element x y z (Å)
O (0.36, -2.06, -1.72)  -0.442
C (-1.24, -0.10, -2.48)  0.046
C (-0.69, 0.97, -1.83)  -0.209
O (-0.46, 0.85, -0.46)  -0.184
C (0.02, 2.01, 0.20)  -0.181
C (0.19, 1.68, 1.66)  -0.191
O (1.11, 0.62, 1.79)  -0.236
C (1.38, 0.27, 3.13)  -0.080
H (-2.01, -0.68, -1.95)  0.074
H (-1.29, -0.06, -3.57)  0.074
H (0.10, 1.54, -2.33)  0.116
H (-0.69, 2.85, 0.08)  0.140
H (0.99, 2.31, -0.24)  0.139
H (-0.79, 1.39, 2.10)  0.142
H (0.55, 2.58, 2.19)  0.138
H (2.12, -0.55, 3.12)  0.098
H (1.80, 1.13, 3.68)  0.098
H (0.47, -0.07, 3.64)  0.101
Na (0.83, -0.99, 0.11)  0.604
C (-0.47, -3.16, -1.76)  -0.383
H (0.02, -4.02, -2.27)  0.055
H (-0.88, -3.64, -0.84)  0.041
H (-1.43, -2.88, -2.26)  0.040

HOMO-LUMO gap (eV): 6.4580
Energy above the lowest of the compared OMol25 structures with the same formula, charge and spin (kcal per mole): 0.0
Lowest unoccupied orbital energy (eV): -0.071
Calculated total energy (Eh): -624.33628

(4)
Here is a 2-piece molecular cluster, C6H13O2 overall from OMol25. Energies are from wB97M-V/def2-TZVPD.

Each line ends with the Löwdin charge.
Element x y z (Å)
C (-0.85, -2.20, 0.05)  -0.192
C (-1.90, -1.14, -0.29)  -0.143
C (-1.34, -3.21, 1.15)  -0.765
O (-2.10, -2.77, 2.05)  -0.091
O (-0.86, -4.36, 1.02)  -0.111
H (-0.79, -2.89, -0.78)  0.080
H (0.07, -1.72, 0.40)  0.086
H (-2.76, -1.60, -0.77)  0.060
H (-1.48, -0.34, -0.90)  0.033
H (-2.36, -0.83, 0.65)  0.056
C (0.72, 1.99, -0.32)  -0.304
C (1.42, 1.63, 1.02)  -0.129
C (1.71, 2.21, -1.46)  -0.126
H (0.12, 1.10, -0.46)  0.069
H (0.12, 2.86, -0.11)  0.095
H (0.68, 1.62, 1.82)  0.066
H (1.07, 2.15, -2.36)  0.062
H (2.10, 3.23, -1.48)  0.063
H (2.43, 1.41, -1.59)  0.070
H (1.77, 0.59, 1.00)  0.064
H (2.23, 2.27, 1.34)  0.056

HOMO-LUMO gap (eV): 7.0804
Charge: -1
Energy above the lowest of the compared OMol25 structures with the same formula, charge and spin (kcal per mole): 18.0
Lowest unoccupied orbital energy (eV): 3.243
Calculated total energy (Eh): -386.93087

(5)
Here is C6H13O4P as an isolated structure from OMol25. Energies are from wB97M-V/def2-TZVPD.

Each line ends with the Löwdin charge.
Element x y z (Å)
C (-0.71, -0.61, 0.36)  -0.146
C (-1.85, -0.15, -0.42)  -0.544
C (-1.62, 0.65, -1.67)  -0.008
C (-3.17, 0.06, 0.29)  -0.010
C (1.30, 2.07, 0.97)  -0.114
C (2.97, -2.07, 0.52)  -0.123
O (1.84, -0.59, -1.77)  -0.262
O (-1.39, -1.50, -0.44)  0.001
O (1.65, 1.41, -0.23)  -0.255
O (2.43, -0.78, 0.74)  -0.272
P (1.48, -0.16, -0.43)  0.613
H (-0.70, -0.79, 1.43)  0.107
H (-0.63, 0.45, -2.07)  0.065
H (-1.72, 1.71, -1.46)  0.090
H (-2.36, 0.38, -2.42)  0.090
H (-3.99, -0.10, -0.40)  0.085
H (-3.24, 1.08, 0.68)  0.087
H (-3.28, -0.64, 1.11)  0.087
H (0.51, 2.80, 0.75)  0.089
H (2.18, 2.60, 1.34)  0.092
H (0.95, 1.37, 1.72)  0.076
H (3.12, -2.24, -0.55)  0.077
H (2.30, -2.84, 0.91)  0.087
H (3.93, -2.11, 1.03)  0.089

HOMO-LUMO gap (eV): 9.8342
Energy above the lowest of the compared OMol25 structures with the same formula, charge and spin (kcal per mole): 58.5
Lowest unoccupied orbital energy (eV): 0.672
Calculated total energy (Eh): -878.71283

(6)
Here is one molecule with the formula C6H13O5PS from OMol25. Energies are from wB97M-V/def2-TZVPD.

Each line ends with the Löwdin charge.
Element x y z (Å)
C (-2.06, 2.26, -1.58)  -0.081
C (-1.59, 1.17, -2.68)  -0.252
O (-0.17, 1.33, -2.91)  -0.190
C (0.60, 0.22, -2.41)  -0.173
C (1.48, 0.64, -1.10)  -0.148
O (2.08, -0.59, -0.62)  -0.111
C (1.90, -0.79, 0.78)  -0.172
O (1.28, -2.12, 0.93)  0.042
C (1.04, -2.41, 2.29)  -0.506
O (1.03, -3.62, 2.64)  0.082
O (0.84, -1.44, 3.31)  -0.275
P (-0.80, -1.34, 3.82)  0.366
S (-1.11, 0.50, 4.44)  0.110
H (-2.95, 1.87, -0.97)  0.077
H (-2.34, 3.24, -2.11)  0.077
H (-1.17, 2.43, -0.89)  0.069
H (-1.92, 0.15, -2.31)  0.114
H (-2.12, 1.37, -3.68)  0.123
H (0.03, -0.75, -2.25)  0.130
H (1.40, -0.01, -3.22)  0.136
H (0.75, 1.14, -0.39)  0.117
H (2.26, 1.42, -1.42)  0.140
H (2.96, -0.81, 1.26)  0.165
H (1.32, 0.02, 1.33)  0.142
H (-1.74, -1.64, 2.79)  0.012
H (-1.01, -2.21, 4.95)  0.008

HOMO-LUMO gap (eV): 9.4625
Energy above the lowest of the compared OMol25 structures with the same formula, charge and spin (kcal per mole): 48.3
Lowest unoccupied orbital energy (eV): 0.139
SMILES: CCOCCOCOC(=O)O[PH2]=S
Calculated total energy (Eh): -1352.05974

Among the records above, which one has the highest calculated total energy?
C6H13O2

Which of these has the highest HOMO-LUMO gap?
C6H13O4P

What is the formula in the sixth record?
C6H13O5PS